{
  "formula": "C5N4O3",
  "method": "ωB97M-V/def2-TZVPD",
  "de_lowest_kj_mol": 2.27,
  "symbols": ["C", "C", "C", "C", "C", "N", "N", "N", "N", "O", "O", "O"],
  "coordinates": [[-1.890, 1.318, -0.955], [1.415, -1.892, 0.194], [-0.641, 0.887, -0.518], [0.476, -0.886, 0.540], [0.623, -0.250, 1.727], [-2.942, 1.819, -0.939], [2.116, -2.645, -0.303], [0.438, 1.680, -0.744], [-0.526, -0.423, -0.428], [1.521, 1.491, -0.252], [-1.153, -1.169, -1.176], [0.563, 0.073, 2.855]]
}

---

{
  "formula": "C5NO2S",
  "method": "ωB97M-V/def2-TZVPD",
  "de_lowest_kj_mol": 266.12,
  "total_charge": -1,
  "symbols": ["C", "C", "C", "C", "C", "N", "O", "O", "S"],
  "coordinates": [[-0.663, 1.057, -1.803], [-1.419, 1.327, -2.791], [-0.577, -1.657, 1.433], [0.480, 0.118, 0.290], [0.213, 0.769, -0.877], [-0.800, -2.400, 2.311], [1.100, 0.523, 1.211], [-0.462, -0.941, 0.414], [1.942, -0.823, -1.437]]
}

---

{
  "formula": "C60H135B2F14N18O22S6",
  "method": "ωB97M-V/def2-TZVPD",
  "energy_ev": -240640.3482,
  "total_charge": 5,
  "symbols": ["C", "C", "N", "C", "C", "N", "C", "C", "H", "H", "H", "H", "H", "H", "H", "H", "H", "H", "H", "C", "C", "N", "C", "C", "N", "C", "C", "H", "H", "H", "H", "H", "H", "H", "H", "H", "H", "H", "C", "C", "N", "C", "C", "N", "C", "C", "H", "H", "H", "H", "H", "H", "H", "H", "H", "H", "H", "C", "C", "N", "C", "C", "N", "C", "C", "H", "H", "H", "H", "H", "H", "H", "H", "H", "H", "H", "C", "C", "N", "C", "C", "N", "C", "C", "H", "H", "H", "H", "H", "H", "H", "H", "H", "H", "H", "C", "O", "C", "C", "N", "H", "H", "C", "C", "O", "C", "H", "H", "H", "H", "H", "H", "H", "H", "H", "H", "H", "H", "H", "H", "C", "O", "C", "C", "N", "H", "H", "C", "C", "O", "C", "H", "H", "H", "H", "H", "H", "H", "H", "H", "H", "H", "H", "H", "H", "C", "O", "C", "C", "N", "H", "H", "C", "C", "O", "C", "H", "H", "H", "H", "H", "H", "H", "H", "H", "H", "H", "H", "H", "H", "C", "O", "C", "C", "N", "H", "H", "C", "C", "O", "C", "H", "H", "H", "H", "H", "H", "H", "H", "H", "H", "H", "H", "H", "H", "C", "O", "C", "C", "N", "H", "H", "C", "C", "O", "C", "H", "H", "H", "H", "H", "H", "H", "H", "H", "H", "H", "H", "H", "H", "N", "S", "O", "O", "F", "S", "O", "O", "F", "N", "S", "O", "O", "F", "S", "O", "O", "F", "N", "S", "O", "O", "F", "S", "O", "O", "F", "B", "F", "F", "F", "F", "B", "F", "F", "F", "F"],
  "coordinates": [[-1.061, -4.297, 0.180], [-0.681, -4.442, 1.616], [0.099, -5.668, 1.961], [0.727, -5.848, 3.206], [1.365, -7.135, 3.125], [1.222, -7.719, 1.845], [0.386, -6.815, 1.162], [1.471, -9.146, 1.508], [-2.013, -4.782, -0.034], [-0.271, -4.621, -0.498], [-1.259, -3.225, 0.214], [-1.540, -4.458, 2.288], [-0.103, -3.583, 1.957], [0.670, -5.162, 4.038], [1.915, -7.545, 3.958], [0.059, -6.971, 0.144], [2.363, -9.125, 0.882], [0.667, -9.620, 0.944], [1.427, -9.786, 2.389], [6.693, -6.876, 0.106], [5.180, -7.045, 0.569], [4.482, -5.806, 0.782], [3.676, -5.068, -0.099], [3.188, -3.951, 0.594], [3.724, -3.968, 1.852], [4.585, -5.076, 1.910], [3.421, -3.050, 2.917], [6.730, -6.439, -0.892], [7.258, -7.800, 0.222], [7.131, -6.121, 0.760], [5.032, -7.628, 1.478], [4.517, -7.625, -0.072], [3.571, -5.461, -1.099], [2.416, -3.261, 0.286], [5.234, -5.331, 2.735], [4.275, -2.747, 3.523], [2.722, -3.403, 3.675], [3.022, -2.166, 2.419], [-1.965, 4.232, -0.959], [-2.671, 4.540, -2.276], [-1.798, 5.315, -3.172], [-1.339, 6.595, -2.937], [-0.539, 6.947, -4.003], [-0.388, 5.852, -4.871], [-1.207, 4.812, -4.386], [0.580, 5.854, -6.019], [-1.479, 5.153, -0.637], [-1.157, 3.517, -1.106], [-2.648, 3.795, -0.231], [-3.567, 5.143, -2.128], [-2.954, 3.614, -2.777], [-1.656, 7.208, -2.106], [-0.046, 7.893, -4.174], [-1.331, 3.825, -4.806], [1.340, 6.631, -6.095], [-0.060, 6.069, -6.876], [1.097, 4.948, -6.338], [1.318, -0.887, 9.823], [2.451, 0.101, 9.400], [2.099, 1.042, 8.341], [2.938, 2.079, 7.864], [2.256, 2.822, 6.860], [1.004, 2.337, 6.825], [0.899, 1.326, 7.749], [-0.152, 2.904, 6.145], [0.408, -0.337, 10.059], [1.630, -1.478, 10.684], [1.104, -1.630, 9.055], [3.326, -0.445, 9.047], [2.728, 0.771, 10.214], [4.001, 1.978, 8.026], [2.545, 3.633, 6.208], [-0.016, 0.787, 7.944], [0.124, 3.011, 5.096], [-0.387, 3.842, 6.648], [-0.977, 2.192, 6.142], [1.694, 2.691, -2.764], [2.426, 3.956, -2.405], [2.152, 4.308, -1.066], [2.263, 3.529, 0.038], [1.824, 4.279, 1.118], [1.462, 5.577, 0.675], [1.600, 5.473, -0.677], [1.002, 6.643, 1.425], [1.797, 1.907, -2.015], [1.980, 2.287, -3.735], [0.632, 2.894, -2.910], [2.161, 4.796, -3.047], [3.485, 3.756, -2.568], [2.763, 2.572, 0.023], [1.824, 4.027, 2.168], [1.402, 6.318, -1.320], [0.204, 6.302, 2.084], [0.508, 7.424, 0.846], [1.799, 7.079, 2.028], [-1.918, -0.972, 7.562], [-2.506, 0.284, 7.717], [-3.220, 0.692, 6.548], [-4.107, 1.915, 6.839], [-5.108, 1.655, 8.032], [-4.572, 1.784, 8.878], [-5.711, 2.465, 8.022], [-5.890, 0.329, 7.999], [-6.951, 0.288, 6.827], [-6.325, 0.493, 5.563], [-7.100, 0.806, 4.404], [-1.315, -1.302, 8.408], [-1.300, -0.981, 6.664], [-2.652, -1.768, 7.436], [-3.648, -0.180, 6.053], [-2.597, 1.104, 5.754], [-4.822, 2.185, 6.063], [-3.563, 2.792, 7.190], [-6.302, 0.349, 9.008], [-5.209, -0.521, 7.956], [-7.516, 1.189, 7.065], [-7.468, -0.671, 6.857], [-6.654, 0.423, 3.487], [-7.333, 1.869, 4.333], [-8.068, 0.304, 4.408], [-0.524, -5.888, -4.798], [0.611, -5.651, -5.684], [1.809, -5.279, -4.960], [2.840, -4.962, -5.967], [2.336, -3.889, -6.961], [1.436, -4.170, -7.324], [2.170, -3.034, -6.451], [3.269, -3.556, -8.125], [2.592, -2.625, -9.143], [1.409, -3.203, -9.501], [0.245, -2.515, -10.030], [-0.810, -4.965, -4.292], [-0.402, -6.731, -4.118], [-1.324, -6.049, -5.520], [2.021, -6.168, -4.366], [1.648, -4.442, -4.281], [3.135, -5.792, -6.609], [3.742, -4.535, -5.530], [3.627, -4.531, -8.454], [4.197, -3.104, -7.772], [3.232, -2.400, -9.996], [2.321, -1.678, -8.676], [-0.609, -3.192, -10.018], [0.327, -2.150, -11.054], [0.011, -1.761, -9.278], [-6.459, 5.764, -10.061], [-5.387, 5.213, -9.310], [-5.264, 5.945, -8.105], [-4.385, 5.181, -7.105], [-4.503, 3.621, -7.378], [-4.572, 3.390, -8.358], [-3.877, 3.027, -6.853], [-5.785, 3.054, -6.777], [-5.734, 1.547, -6.903], [-5.620, 1.117, -8.234], [-5.236, -0.213, -8.233], [-7.383, 5.761, -9.483], [-6.565, 5.181, -10.975], [-6.182, 6.768, -10.382], [-6.214, 6.134, -7.605], [-4.978, 6.987, -8.254], [-4.642, 5.597, -6.131], [-3.322, 5.350, -7.278], [-6.728, 3.519, -7.063], [-5.629, 3.292, -5.724], [-6.662, 1.099, -6.546], [-5.014, 1.056, -6.249], [-6.030, -0.774, -7.740], [-4.262, -0.496, -7.833], [-5.264, -0.600, -9.251], [8.187, 1.396, 7.166], [8.333, 0.406, 6.155], [9.160, 0.778, 5.065], [8.585, 1.763, 4.002], [7.086, 1.333, 3.759], [6.645, 1.336, 4.667], [6.543, 2.091, 3.371], [6.961, -0.025, 2.940], [5.448, -0.151, 2.583], [4.714, 0.300, 3.726], [3.327, 0.353, 3.716], [9.056, 1.403, 7.823], [7.334, 1.152, 7.799], [8.111, 2.450, 6.899], [9.477, -0.142, 4.575], [10.203, 0.947, 5.334], [9.102, 1.720, 3.043], [8.525, 2.812, 4.294], [7.317, -0.863, 3.540], [7.640, 0.099, 2.097], [5.261, -1.185, 2.295], [5.316, 0.523, 1.737], [2.807, -0.604, 3.680], [3.020, 0.984, 2.881], [3.087, 0.893, 4.632], [-3.768, -2.358, 3.506], [-3.220, -1.784, 2.333], [-2.134, -0.867, 2.612], [-1.367, -0.354, 1.385], [-2.422, 0.311, 0.528], [-3.122, -0.414, 0.459], [-2.806, 1.127, 0.984], [-1.982, 0.581, -0.982], [-2.154, -0.742, -1.707], [-3.501, -1.263, -1.503], [-3.779, -2.439, -2.170], [-3.232, -3.286, 3.704], [-4.819, -2.550, 3.287], [-3.682, -1.711, 4.379], [-1.405, -1.340, 3.268], [-2.478, -0.043, 3.236], [-1.044, -1.197, 0.775], [-0.616, 0.420, 1.548], [-0.950, 0.921, -0.888], [-2.704, 1.337, -1.292], [-1.397, -1.431, -1.333], [-1.865, -0.658, -2.754], [-4.015, -2.263, -3.219], [-4.680, -2.840, -1.705], [-2.965, -3.147, -2.012], [-2.623, 2.182, -6.172], [-2.497, 1.131, -4.853], [-1.732, 1.629, -3.763], [-2.461, -0.347, -5.061], [-4.069, 1.448, -4.299], [-1.394, 1.731, -6.899], [-1.503, 0.573, -7.847], [-0.069, 2.132, -6.339], [-1.517, 2.940, -8.063], [2.268, -1.950, -5.062], [0.860, -1.498, -4.275], [0.633, -0.079, -4.404], [0.375, -2.248, -3.150], [-0.189, -2.012, -5.323], [3.094, -1.682, -3.842], [3.060, -2.647, -2.707], [3.501, -0.323, -3.569], [4.387, -2.275, -4.628], [-3.295, 2.595, 1.821], [-4.529, 3.411, 2.096], [-4.774, 4.650, 1.332], [-5.128, 3.376, 3.429], [-5.566, 2.502, 1.257], [-2.358, 3.689, 2.744], [-2.301, 3.442, 4.173], [-2.121, 5.055, 2.283], [-1.022, 2.922, 2.288], [0.624, -2.851, 5.687], [1.460, -3.934, 5.530], [-0.254, -2.744, 4.637], [0.048, -2.983, 6.906], [1.325, -1.642, 5.794], [2.014, -0.353, 0.196], [1.681, 0.815, 0.907], [1.298, -1.383, 0.770], [1.746, -0.302, -1.175], [3.342, -0.569, 0.351]]
}

---

Copy entry 2 word for word.
{
  "formula": "C5NO2S",
  "method": "ωB97M-V/def2-TZVPD",
  "de_lowest_kj_mol": 266.12,
  "total_charge": -1,
  "symbols": ["C", "C", "C", "C", "C", "N", "O", "O", "S"],
  "coordinates": [[-0.663, 1.057, -1.803], [-1.419, 1.327, -2.791], [-0.577, -1.657, 1.433], [0.480, 0.118, 0.290], [0.213, 0.769, -0.877], [-0.800, -2.400, 2.311], [1.100, 0.523, 1.211], [-0.462, -0.941, 0.414], [1.942, -0.823, -1.437]]
}